<w>
C2N2S | wB97M-V/def2-TZVPD

Each line ends with the Mulliken charge.
CARTESIAN COORDINATES (ANGSTROEM)
C: -0.12 -0.32 -0.05  0.23
C: 1.13 -0.08 0.09  0.17
N: -1.32 -0.05 -0.01  0.54
N: -2.35 0.38 0.00  -0.60
S: 2.66 0.07 -0.02  -0.34

Summary:
**E_HOMO (spin up / spin down)**: -9.05 / -9.05 eV


<x>
C2N2S | wB97M-V/def2-TZVPD

Each line ends with the Mulliken charge.
CARTESIAN COORDINATES (ANGSTROEM)
C: -0.56 -0.96 0.96  0.42
C: 1.41 1.42 -1.73  -0.23
N: -0.04 -1.95 1.26  -0.22
N: 0.54 1.09 -1.04  -0.17
S: -1.36 0.41 0.55  0.19

Summary:
**E_HOMO (spin up / spin down)**: -10.94 / -10.96 eV


It comes down to <w>, which is 241.3 kJ/mol more stable than the next structure.


<w>
C3H11NOS2 | wB97M-V/def2-TZVPD

Each line ends with the Mulliken charge.
CARTESIAN COORDINATES (ANGSTROEM)
C: -2.09 -1.12 0.58  -1.50
C: -0.76 -0.34 0.62  0.55
N: 0.14 -0.86 1.64  -0.64
C: -0.17 -0.19 -0.79  -1.07
S: 0.23 1.54 -1.20  -0.05
S: 0.37 1.20 -3.28  -0.23
H: -1.93 -1.90 -0.16  0.39
H: -2.34 -1.55 1.55  0.41
H: -2.91 -0.44 0.35  0.32
H: -0.96 0.68 0.97  0.29
H: 1.03 -0.36 1.62  0.22
H: 0.36 -1.84 1.61  0.24
H: 0.66 -0.88 -0.92  0.43
H: -0.94 -0.46 -1.51  0.55
H: 1.45 2.00 -3.50  0.16
O: 2.57 1.38 1.12  -0.61
H: 2.12 1.09 0.33  0.27
H: 3.19 2.08 0.96  0.28

Summary:
**SMILES string**: C[C@@H](N)CSS.O
**E_HOMO**: -8.72 eV


<x>
C3H11NOS2 | wB97M-V/def2-TZVPD

Each line ends with the Mulliken charge.
CARTESIAN COORDINATES (ANGSTROEM)
C: -3.10 0.15 -0.07  -0.82
S: -1.51 -0.34 0.68  -0.03
S: -0.32 -0.19 -0.98  -0.11
C: 0.71 1.39 -0.55  -0.87
C: 1.62 1.35 0.59  -0.16
N: 2.92 0.99 0.14  -0.64
H: -3.26 1.20 -0.13  0.30
H: -4.08 -0.23 0.44  0.29
H: -3.10 -0.37 -0.99  0.28
H: 1.30 1.71 -1.42  0.49
H: -0.17 2.07 -0.41  0.28
H: 1.57 2.33 1.09  0.38
H: 1.14 0.61 1.31  0.25
H: 2.81 0.12 -0.41  0.21
H: 3.70 1.00 0.88  0.22
O: 1.42 -2.47 0.40  -0.65
H: 0.64 -2.84 0.19  0.30
H: 1.52 -1.56 0.36  0.29

Summary:
**SMILES string**: CSSCCN.O
**E_HOMO**: -8.87 eV


<y>
C3H11NOS2 | wB97M-V/def2-TZVPD

Each line ends with the Mulliken charge.
CARTESIAN COORDINATES (ANGSTROEM)
C: 2.60 0.81 1.37  -0.78
S: 1.70 1.01 -0.32  -0.07
S: -0.28 1.19 0.08  -0.07
C: -0.56 -0.10 1.39  -0.46
C: -0.56 -1.54 0.87  -0.45
N: -1.75 -2.33 0.15  -0.51
H: 2.37 -0.17 1.87  0.25
H: 3.68 0.96 1.17  0.32
H: 2.26 1.64 2.06  0.28
H: -1.46 0.27 1.95  0.34
H: 0.26 0.04 2.23  0.18
H: -0.29 -2.18 1.74  0.32
H: 0.29 -1.59 0.19  0.30
H: -1.71 -2.06 -0.88  0.09
H: -2.65 -2.11 0.49  0.27
O: -2.31 -0.90 -3.02  -0.67
H: -2.02 -0.99 -2.06  0.33
H: -1.64 -0.45 -3.61  0.33

Summary:
**SMILES string**: CSSCCN.O
**E_HOMO**: -8.37 eV


<z>
C3H11NOS2 | wB97M-V/def2-TZVPD

Each line ends with the Mulliken charge.
CARTESIAN COORDINATES (ANGSTROEM)
N: 0.05 2.15 0.21  -0.55
C: -1.03 1.16 -0.25  -0.60
C: -1.30 0.11 0.95  -0.63
C: -0.06 -0.78 0.98  0.00
S: -0.63 -2.52 1.28  -0.11
S: -0.09 -3.49 -0.51  -0.22
H: 0.03 2.94 -0.50  0.24
H: -0.11 2.53 1.12  0.22
H: -0.64 0.77 -1.17  0.33
H: -1.90 1.81 -0.57  0.30
H: -2.18 -0.54 0.75  0.39
H: -1.58 0.63 1.95  0.27
H: 0.71 -0.53 1.68  0.37
H: 0.50 -0.77 -0.07  -0.13
H: 1.22 -3.52 -0.75  0.15
O: 2.36 -0.26 -1.91  -0.62
H: 3.06 0.07 -1.51  0.29
H: 1.59 0.25 -1.69  0.30

Summary:
**SMILES string**: NCCCSS.O
**E_HOMO**: -8.61 eV


It comes down to <w>, which is 78.3 kJ/mol more stable than the next structure.